(1)
DFT (the ωB97M-V functional and the def2-TZVPD basis) results for a single C3H6N2 molecule.

Atoms and positions in Å:
H 2.625 -0.187 1.333
N 2.554 0.688 0.716
C 1.401 0.781 0.203
N 0.255 -0.015 0.454
C -0.851 0.031 -0.474
C -1.956 -0.697 -0.572
H 1.134 1.639 -0.425
H 0.068 -0.721 1.236
H -0.560 0.675 -1.346
H -2.709 -0.690 -1.295
H -1.961 -1.504 0.170

For the HOMO energy, the calculation gives -8.73 eV. The value obtained for the molecular weight is 70.095 g/mol. The frontier orbital gap comes out at 9.82 eV. Its energy relative to the best compared isomer or geometry (same formula, charge and spin) is 36.95 kcal per mole.

(2)
DFT (the ωB97M-V functional and the def2-TZVPD basis) results for 2 unconnected molecules or ions with the total composition C2H12N6.

Atoms and positions in Å:
H -2.518 -0.589 0.772
N -1.869 -0.681 -0.008
C -0.698 -0.229 0.322
N -0.451 0.341 1.553
N 0.653 -1.112 -0.115
N 0.327 -2.300 -0.788
N 1.577 -1.347 0.922
H 0.484 0.080 1.877
H -1.150 0.144 2.255
H -0.698 -2.390 -0.754
H 0.530 -2.179 -1.780
H 1.319 -2.236 1.353
H 2.490 -1.511 0.498
C 0.112 2.533 -0.646
N -0.188 1.226 -1.224
H -0.809 3.039 -0.349
H 0.670 3.142 -1.360
H 0.745 2.400 0.232
H -1.175 1.074 -1.431
H 0.648 0.594 -1.327

For the HOMO energy, the calculation gives -8.27 eV. The value obtained for the molecular weight is 120.160 g/mol. The frontier orbital gap comes out at 9.33 eV. Its energy relative to the best compared isomer or geometry (same formula, charge and spin) is 61.48 kcal per mole.

(3)
DFT (the ωB97M-V functional and the def2-TZVPD basis) results for 10 unconnected molecules or ions with the total composition C3H29N2O9S.

Atoms and positions in Å:
N -1.419 -0.110 -1.028
C -0.129 0.613 -0.868
C -0.328 2.010 -0.283
S -0.931 3.330 -1.499
C 0.811 -0.286 -0.018
N 0.927 -1.668 -0.509
H -1.059 -1.072 -1.153
H -1.795 0.022 -0.081
H -2.040 0.214 -1.795
H 0.474 0.789 -1.844
H -0.921 1.979 0.661
H 0.636 2.481 -0.077
H -2.254 3.661 -1.480
H 0.525 -0.348 1.082
H 1.885 0.130 -0.076
H 1.066 -2.400 0.221
H 1.715 -1.661 -1.139
H -2.696 0.621 2.053
H -3.112 2.038 1.710
O -2.447 1.350 1.489
H 1.405 -4.440 2.518
H 0.768 -3.144 2.824
O 1.221 -3.615 2.156
H 1.082 2.099 3.241
H -0.159 1.941 2.284
O 0.413 1.438 2.990
H -1.021 -0.418 3.598
H -2.192 -1.286 3.814
O -1.386 -1.101 3.119
H -1.647 -3.274 -1.916
H -2.935 -3.394 -2.818
O -2.349 -2.802 -2.350
H -2.242 -1.369 -3.438
H -2.876 -0.151 -4.147
O -2.156 -0.398 -3.549
H 3.077 1.132 0.217
H 3.719 1.794 -0.907
O 2.860 1.709 -0.586
H 1.941 0.909 2.385
H 3.292 0.250 2.571
O 2.773 0.663 1.948
H 2.710 0.763 -3.799
H 2.263 0.831 -2.400
O 2.531 0.173 -3.121

For the HOMO energy, the calculation gives -11.91 eV. The value obtained for the molecular weight is 269.337 g/mol. Its charge is +1. The frontier orbital gap comes out at 9.26 eV. Its energy relative to the best compared isomer or geometry (same formula, charge and spin) is 16.67 kcal per mole.

(4)
DFT (the ωB97M-V functional and the def2-TZVPD basis) results for a molecular structure, C13H23Br7ClFN6O6.

Atoms and positions in Å:
N 2.218 1.070 -0.110
C 1.615 2.057 -0.204
O 0.948 3.199 -0.402
N 0.819 3.283 -1.797
C 1.838 3.864 -2.469
N 2.931 4.376 -1.725
C 1.769 3.926 -3.842
C 0.652 3.380 -4.509
C -0.386 2.823 -3.721
C -0.310 2.768 -2.356
C -1.387 2.141 -1.474
C -2.777 2.728 -1.918
N -2.578 4.174 -2.125
N -3.766 2.612 -0.811
N -3.329 2.033 -3.086
H 3.361 5.046 -2.362
H 2.583 4.959 -0.962
H 2.611 4.369 -4.381
H 0.528 3.364 -5.654
H -1.245 2.442 -4.276
H -1.335 1.044 -1.555
H -1.278 2.404 -0.412
H -2.906 4.616 -1.271
H -3.126 4.529 -2.902
H -4.609 3.050 -1.179
H -3.967 1.615 -0.721
H -4.232 1.625 -2.895
H -3.357 2.624 -3.909
C 1.370 -2.399 -0.596
Br 0.848 -1.716 -2.319
Br -0.143 -3.023 0.404
Br 2.687 -3.811 -0.723
H 1.828 -1.577 -0.056
C -2.451 -5.410 3.014
Br -3.541 -6.927 2.576
Br -0.572 -5.744 2.606
Br -3.091 -3.789 2.147
H -2.531 -5.260 4.101
O 4.608 3.077 0.635
H 4.024 3.239 -0.118
H 4.215 3.578 1.358
Cl -3.370 -6.537 5.552
O 0.132 -5.882 -1.178
H -0.387 -5.751 -0.342
H 0.574 -6.752 -1.190
H 0.786 -5.138 -1.308
C 2.229 -3.422 5.188
C 1.831 -2.338 6.153
O 0.468 -2.137 5.854
C -0.005 -3.339 5.389
O -1.146 -3.612 5.291
O 1.024 -4.174 5.059
F 2.509 -1.184 5.907
H 2.516 -3.025 4.212
H 3.038 -4.045 5.567
H 1.940 -2.607 7.206
Br -0.521 3.320 -7.311

For the HOMO energy, the calculation gives -6.26 eV. The value obtained for the molecular weight is 973.142 g/mol. The frontier orbital gap comes out at 4.41 eV.

(5)
DFT (the ωB97M-V functional and the def2-TZVPD basis) results for 2 unconnected molecules or ions with the total composition C2H10N3O.

Atoms and positions in Å:
C 0.778 -0.652 -1.859
N 0.818 0.353 -0.788
C 0.740 -0.037 0.479
N 0.738 0.926 1.417
N 0.362 -1.252 0.850
H -0.259 -0.693 -2.246
H 1.143 -1.651 -1.693
H 1.288 -0.227 -2.721
H 0.438 1.259 -1.004
H 0.547 0.846 2.402
H 0.845 1.913 1.236
H 0.614 -1.633 1.748
H -0.230 -1.857 0.306
H -2.861 1.216 -0.056
H -2.528 0.898 1.413
O -2.433 0.590 0.514

For the HOMO energy, the calculation gives -14.72 eV. The value obtained for the molecular weight is 92.122 g/mol. Its charge is +1. The frontier orbital gap comes out at 11.47 eV. Its energy relative to the best compared isomer or geometry (same formula, charge and spin) is 23.63 kcal per mole.

(6)
DFT (the ωB97M-V functional and the def2-TZVPD basis) results for a single C20H14BrN3O4 molecule.

Atoms and positions in Å:
C 3.774 2.609 -3.531
O 4.046 1.256 -3.817
C 3.098 0.302 -3.717
C 3.575 -0.992 -3.978
C 2.772 -2.101 -3.859
C 1.453 -1.932 -3.464
Br 0.324 -3.449 -3.259
C 0.950 -0.675 -3.212
C 1.759 0.457 -3.333
C 1.045 1.755 -3.133
O 0.906 2.581 -4.012
N 0.439 1.930 -1.922
C 0.473 1.133 -0.774
C 1.615 0.434 -0.383
C 1.594 -0.348 0.758
C 0.455 -0.435 1.536
C -0.677 0.290 1.170
C -1.880 0.244 1.967
N -2.986 0.896 1.751
N -3.842 0.571 2.723
C -3.228 -0.274 3.505
C -3.769 -0.888 4.676
C -5.016 -0.751 5.240
C -5.014 -1.582 6.377
C -3.778 -2.158 6.422
O -3.019 -1.746 5.401
O -1.970 -0.524 3.080
C -0.666 1.073 0.019
H 3.093 3.050 -4.262
H 3.352 2.730 -2.528
H 4.740 3.110 -3.578
H 4.607 -1.088 -4.275
H 3.161 -3.086 -4.063
H -0.084 -0.557 -2.926
H -0.223 2.698 -1.904
H 2.522 0.505 -0.962
H 2.482 -0.890 1.044
H 0.437 -1.048 2.424
H -5.806 -0.134 4.869
H -5.819 -1.733 7.067
H -3.337 -2.854 7.109
H -1.558 1.620 -0.243

For the HOMO energy, the calculation gives -8.34 eV. The value obtained for the molecular weight is 440.253 g/mol. The frontier orbital gap comes out at 8.25 eV. Its energy relative to the best compared isomer or geometry (same formula, charge and spin) is 20.95 kcal per mole.

(7)
DFT (the ωB97M-V functional and the def2-TZVPD basis) results for a molecular structure, C31H35BrCoN5O3S2.

Atoms and positions in Å:
Co 0.123 -0.158 -0.452
C 4.898 -1.573 5.811
C 5.037 -0.203 5.131
C 6.516 0.019 4.811
C 4.587 0.890 6.111
C 4.164 -0.154 3.873
C 2.794 -0.388 3.957
C 2.005 -0.341 2.826
Br 0.160 -0.745 3.041
C 2.503 -0.063 1.534
O 1.738 -0.032 0.473
C 3.891 0.181 1.443
C 4.662 0.121 2.608
C 4.657 0.490 0.128
C 3.786 0.660 -1.124
C 5.634 -0.663 -0.152
C 5.449 1.798 0.293
H 5.529 -1.622 6.705
H 5.202 -2.372 5.128
H 3.867 -1.768 6.115
H 7.100 -0.036 5.734
H 6.688 1.002 4.364
H 6.897 -0.742 4.125
H 5.181 0.851 7.032
H 3.534 0.772 6.380
H 4.708 1.880 5.663
H 2.320 -0.616 4.904
H 5.724 0.297 2.506
H 3.226 -0.241 -1.370
H 4.449 0.900 -1.965
H 3.068 1.475 -1.013
H 5.084 -1.598 -0.290
H 6.344 -0.806 0.667
H 6.203 -0.461 -1.068
H 4.768 2.628 0.500
H 5.989 2.022 -0.634
H 6.181 1.753 1.103
S -3.575 -2.977 -0.067
C -2.216 -2.049 -0.064
N -1.277 -1.368 0.003
O -2.252 1.403 -3.032
C -1.253 0.733 -3.246
N -0.742 0.511 -4.513
C 0.299 -0.496 -4.516
C 0.451 -0.671 -2.983
O 1.279 -1.384 -2.430
N -0.459 0.085 -2.325
C -0.141 -1.824 -5.162
C -1.186 -1.864 -6.077
C -1.567 -3.061 -6.673
C -0.906 -4.239 -6.357
C 0.139 -4.207 -5.442
C 0.520 -3.011 -4.851
C 1.601 0.000 -5.162
C 2.822 -0.608 -4.871
C 3.988 -0.177 -5.490
C 3.954 0.863 -6.410
C 2.743 1.479 -6.696
C 1.577 1.051 -6.071
H -1.308 0.746 -5.306
H -1.728 -0.964 -6.337
H -2.390 -3.068 -7.377
H -1.212 -5.176 -6.809
H 0.656 -5.121 -5.176
H 1.311 -3.004 -4.113
H 2.864 -1.393 -4.128
H 4.929 -0.654 -5.243
H 4.865 1.198 -6.893
H 2.703 2.302 -7.400
H 0.645 1.559 -6.285
N -2.561 0.861 1.829
C -2.228 1.282 0.586
N -3.063 0.983 -0.401
S -0.774 2.135 0.327
H -3.236 0.118 1.926
H -1.798 0.864 2.487
H -3.766 0.271 -0.279
H -2.816 1.262 -1.348

As for the spin multiplicity: 2. As for the expectation value of S²: 0.76. For the HOMO energy (spin up / spin down), the calculation gives -4.95 / -5.01 eV. The value obtained for the molecular weight is 728.624 g/mol. Its charge is -1. The frontier orbital gap (spin up / spin down) comes out at 7.41 / 7.47 eV. Its energy relative to the best compared isomer or geometry (same formula, charge and spin) is 15.33 kcal per mole.

(8)
DFT (the ωB97M-V functional and the def2-TZVPD basis) results for a gas-phase ion, C2H6NO (charge -1).

Atoms and positions in Å:
C 0.466 0.828 -0.759
N 0.445 0.244 0.536
C -0.479 -0.976 0.646
O -0.780 -1.549 1.797
H -0.538 0.805 -1.260
H 0.836 1.863 -0.841
H 1.052 0.206 -1.458
H 0.312 0.923 1.278
H -1.453 -0.737 0.122
H 0.140 -1.608 -0.060

For the HOMO energy, the calculation gives -2.08 eV. The value obtained for the molecular weight is 60.076 g/mol. Its charge is -1. The frontier orbital gap comes out at 6.53 eV. Its energy relative to the best compared isomer or geometry (same formula, charge and spin) is 12.14 kcal per mole.

(9)
DFT (the ωB97M-V functional and the def2-TZVPD basis) results for a molecular structure, C8H19HgNS2Se4.

Atoms and positions in Å:
Hg -0.265 -0.102 1.182
S -0.618 -2.510 0.100
S -0.654 2.506 0.192
C 0.609 -3.413 1.091
C 0.331 -2.421 -1.463
C 1.152 -1.161 -1.684
N 0.367 0.028 -1.349
C 1.052 1.275 -1.692
C 0.143 2.467 -1.450
H -0.422 -2.516 -2.258
H 0.986 -3.301 -1.484
H 1.469 -1.111 -2.740
H 2.061 -1.160 -1.065
H 1.350 1.250 -2.753
H 1.975 1.339 -1.095
H -0.677 2.464 -2.180
H 0.708 3.398 -1.551
C 0.716 3.245 1.119
H -0.564 -0.011 -1.778
H 1.672 2.740 0.943
H 0.468 3.178 2.182
H 0.769 4.296 0.798
H 0.287 -3.363 2.135
H 1.612 -2.976 1.014
H 0.588 -4.448 0.732
C -3.165 -0.040 0.561
C -2.940 -0.078 -0.767
H -3.434 0.898 1.066
H -3.275 -0.954 1.162
H -2.948 0.841 -1.372
H -2.904 -1.026 -1.323
Se -1.403 0.857 3.430
Se 0.542 0.930 4.672
Se 2.028 -0.726 3.942
Se 2.387 -0.398 1.681

For the HOMO energy, the calculation gives -6.77 eV. The value obtained for the molecular weight is 709.811 g/mol. The frontier orbital gap comes out at 6.86 eV.

(10)
DFT (the ωB97M-V functional and the def2-TZVPD basis) results for a molecular structure, C29H27GaN6Sb.

Atoms and positions in Å:
Ga -0.024 -0.046 0.141
C -2.015 -2.409 1.183
C -1.745 -2.516 -0.280
C -2.271 -3.575 -1.009
C -2.050 -3.657 -2.366
C -1.317 -2.651 -2.994
C -0.809 -1.615 -2.243
N -1.013 -1.558 -0.899
Sb 0.113 -0.019 -3.367
C 1.898 -0.003 -2.180
C 3.105 0.025 -2.844
C 4.286 0.035 -2.112
C 4.222 0.006 -0.733
C 2.995 -0.025 -0.093
C 2.891 -0.063 1.394
N 1.842 -0.024 -0.824
C -0.819 1.559 -2.230
C -1.274 2.635 -2.958
C -2.013 3.629 -2.322
C -2.313 3.486 -0.985
C -1.846 2.382 -0.282
C -2.228 2.196 1.149
N -1.083 1.449 -0.900
H -3.080 -2.537 1.379
H -1.714 -1.435 1.565
H -1.496 -3.199 1.726
H -2.852 -4.329 -0.496
H -2.470 -4.471 -2.943
H -1.158 -2.672 -4.064
H 3.120 0.039 -3.926
H 5.243 0.060 -2.617
H 5.129 0.008 -0.145
H 3.872 -0.088 1.861
H 2.341 -0.952 1.706
H 2.361 0.820 1.754
H -1.067 2.694 -4.019
H -2.377 4.483 -2.879
H -2.917 4.222 -0.472
H -3.314 2.232 1.247
H -1.837 3.009 1.761
H -1.882 1.237 1.528
C -0.147 -1.068 4.552
C 0.051 -1.114 3.187
N 0.092 0.006 2.451
C -0.021 1.203 3.058
C -0.218 1.339 4.423
C -0.301 0.160 5.175
C -0.412 2.672 5.024
C 0.094 3.082 6.186
C 1.100 2.369 7.008
C 2.216 1.752 6.451
C 3.101 1.159 7.342
N 2.903 1.191 8.650
C 1.828 1.829 9.101
N 0.923 2.412 8.322
H -0.204 -1.987 5.118
H 0.171 -2.056 2.673
H 0.069 2.081 2.434
H -0.508 0.212 6.236
H -1.069 3.338 4.474
H -0.215 4.037 6.595
H 2.401 1.767 5.385
H 3.995 0.650 6.997
H 1.678 1.882 10.172

For the HOMO energy, the calculation gives -15.42 eV. The value obtained for the molecular weight is 651.060 g/mol. Its charge is +3. The frontier orbital gap comes out at 5.44 eV.

(11)
DFT (the ωB97M-V functional and the def2-TZVPD basis) results for 4 unconnected molecules or ions with the total composition C41H53ClI2N3O10PS.

Atoms and positions in Å:
C 7.234 -1.839 -1.487
C 5.666 -1.715 -1.001
O 5.302 -0.290 -0.958
C 4.028 -0.040 -1.663
O 3.768 -0.400 -2.940
C 2.871 0.787 -0.851
C 1.715 -0.198 -0.151
C 0.473 -0.244 -1.216
C -0.900 -1.004 -0.626
O -0.294 -2.308 -0.166
C -0.396 -3.329 -1.216
N -0.066 -4.195 -2.154
O -1.619 -1.386 -1.820
C -2.902 -0.784 -2.065
C -3.533 -1.682 -3.334
C -2.571 -2.929 -3.785
O -1.784 -2.982 -4.866
C -2.896 0.765 -2.632
C -1.691 1.053 -3.752
C -2.301 1.190 -5.302
I -0.989 3.120 -3.276
C -3.803 -0.969 -0.670
C -5.299 -0.376 -1.050
C -6.541 -1.393 -0.590
C -7.920 -0.469 -0.794
C -9.195 -1.379 -1.279
S -10.860 -0.559 -1.021
O -11.220 0.468 -2.158
O -11.933 -1.709 -1.149
Cl -11.139 0.294 0.867
P -3.910 -2.779 -0.036
N -4.444 -3.844 -1.127
N -3.182 -0.155 0.491
C -3.929 -0.304 1.796
C -3.791 1.023 2.812
O -4.377 2.174 2.455
C -1.683 -0.189 0.546
I -1.097 1.990 0.584
C -1.038 -0.696 2.005
O -1.244 -1.884 2.584
O -0.196 0.206 2.866
H 7.501 -1.148 -2.412
H 7.480 -2.973 -1.738
H 7.912 -1.481 -0.599
H 5.609 -2.131 0.113
H 4.918 -2.353 -1.645
H 2.311 1.460 -1.662
H 3.300 1.572 -0.062
H 2.187 -1.258 0.049
H 1.478 0.302 0.879
H 0.844 -0.997 -2.070
H 0.253 0.744 -1.791
H -3.681 -1.014 -4.311
H -4.588 -2.126 -3.095
H -2.552 -3.871 -3.052
H -2.959 1.589 -1.803
H -3.902 0.881 -3.264
H -0.809 0.284 -3.681
H -2.350 0.107 -5.785
H -1.576 1.824 -5.995
H -3.385 1.629 -5.310
H -5.515 0.631 -0.450
H -5.484 -0.133 -2.168
H -6.520 -1.660 0.549
H -6.598 -2.310 -1.316
H -7.691 0.419 -1.551
H -8.106 0.071 0.254
H -9.068 -1.526 -2.456
H -9.126 -2.399 -0.688
H -4.799 -2.864 1.114
H -2.620 -3.295 0.440
H -3.691 -4.586 -1.248
H -3.443 0.836 0.182
H -5.121 -0.341 1.658
H -3.718 -1.282 2.402
H -3.212 0.840 3.827
C 6.282 3.510 0.449
C 5.495 3.307 1.583
C 5.076 4.397 2.345
C 5.448 5.690 1.976
C 6.242 5.892 0.848
C 6.658 4.802 0.084
H 6.603 2.661 -0.149
H 5.207 2.299 1.871
H 4.460 4.239 3.226
H 5.119 6.540 2.569
H 6.537 6.899 0.564
H 7.276 4.960 -0.797
C -0.622 -6.096 0.811
C -1.172 -6.565 2.004
C -1.280 -7.936 2.232
C -0.840 -8.841 1.265
C -0.298 -8.372 0.068
C -0.187 -7.001 -0.158
H -0.532 -5.028 0.636
H -1.518 -5.860 2.756
H -1.706 -8.301 3.163
H -0.921 -9.909 1.443
H 0.040 -9.077 -0.688
H 0.238 -6.636 -1.090
C 9.043 8.356 3.828
C 8.498 7.123 3.475
C 8.017 6.263 4.463
C 8.086 6.637 5.805
C 8.640 7.867 6.159
C 9.117 8.727 5.171
H 9.412 9.029 3.058
H 8.446 6.831 2.429
H 7.589 5.303 4.187
H 7.709 5.969 6.575
H 8.699 8.155 7.206
H 9.547 9.687 5.447

For the HOMO energy, the calculation gives -8.62 eV. The value obtained for the molecular weight is 1100.188 g/mol. The frontier orbital gap comes out at 6.87 eV. Its energy relative to the best compared isomer or geometry (same formula, charge and spin) is 364.41 kcal per mole.

no.,F_max (hartree/bohr)
1,0.0682
2,0.0821
3,0.1123
4,0.0289
5,0.0615
6,0.0349
7,0.0208
8,0.0302
9,0.0235
10,0.0381
11,0.2334